(1)
DFT (wB97M-V/def2-TZVPD) results for a structure of composition C28H37BrN2O5Pd.

Geometry as XYZ:
```
74
Properties=species:S:1:pos:R:3:lowdin_charge:R:1
Pd -0.81832 -2.99055 -0.36049 0.0941
C 0.41162 1.80840 5.78208 -0.0637
C -0.68125 2.40272 4.88163 -0.5704
C -0.44160 3.90868 4.78212 -0.0829
C -2.03945 2.18545 5.56168 -0.0638
C -0.65714 1.72395 3.51819 -0.2153
C -0.88010 0.34874 3.41039 -0.1295
C -0.83368 -0.29266 2.19560 -0.5548
Br -1.17105 -2.16707 2.18183 0.7700
C -0.53288 0.35089 0.94288 -0.4513
O -0.40750 -0.28335 -0.13517 -0.1351
C -0.37291 1.78008 1.06961 -0.0940
C -0.41599 2.38912 2.32005 -0.0295
C -0.13362 2.70925 -0.13724 -0.5324
C 1.23804 3.38808 -0.00411 -0.0639
C -0.16877 2.02794 -1.51108 -0.0726
C -1.21763 3.80050 -0.16633 -0.0665
H 0.39933 2.27204 6.77482 0.0707
H 1.39751 1.95911 5.33841 0.0842
H 0.26910 0.73472 5.91038 0.0736
H -0.47092 4.35207 5.78220 0.0731
H -1.20228 4.40166 4.17351 0.0811
H 0.53165 4.13627 4.34246 0.0798
H -2.06560 2.67479 6.54164 0.0708
H -2.24065 1.12400 5.71252 0.0733
H -2.84748 2.59013 4.94984 0.0859
H -1.09622 -0.24750 4.29058 0.0834
H -0.25349 3.46043 2.35387 0.0794
H 2.03187 2.63823 0.01026 0.0826
H 1.31975 3.97628 0.91256 0.0663
H 1.41401 4.05804 -0.85310 0.0715
H 0.62035 1.29117 -1.63146 0.0682
H -0.04595 2.81455 -2.26872 0.0720
H -1.10276 1.50030 -1.69338 0.0897
H -1.22709 4.40137 0.74429 0.0633
H -2.20514 3.34968 -0.27760 0.0890
H -1.04987 4.47546 -1.01240 0.0709
C 2.24381 -4.06770 -0.78212 -0.1696
C 3.76666 -3.82609 -0.97080 -0.1775
N 4.07494 -2.39493 -0.89157 -0.1728
C 3.63784 -1.90262 0.42135 -0.1626
C 2.11720 -2.14107 0.62120 -0.1687
N 1.56438 -2.79215 -0.56623 -0.2188
C 1.77857 -1.92850 -1.73164 -0.1616
C 3.29962 -1.69705 -1.92943 -0.1589
H 2.03426 -4.70978 0.07600 0.1051
H 1.78966 -4.53646 -1.65673 0.1065
H 4.10923 -4.19451 -1.94275 0.1009
H 4.35203 -4.34073 -0.20208 0.1002
H 3.87641 -0.83702 0.47861 0.1061
H 4.22914 -2.41254 1.18843 0.1015
H 1.56953 -1.20987 0.76206 0.0935
H 1.90363 -2.77459 1.48536 0.1006
H 1.22547 -1.00728 -1.55031 0.0900
H 1.32063 -2.41048 -2.59584 0.1053
H 3.55018 -0.63352 -1.87829 0.1056
H 3.63504 -2.06446 -2.90419 0.1033
O -4.98015 -3.51418 -2.01509 -0.0752
C -3.73620 -3.38712 -2.00575 -0.6768
O -2.92340 -3.93187 -1.22235 -0.1111
C -3.14552 -2.51765 -3.12803 -0.1167
C -3.95176 -2.15636 -4.20484 -0.0430
C -3.48160 -1.36718 -5.26316 -0.0204
C -2.17252 -0.95693 -5.18551 -0.2382
O -1.46688 -0.16224 -6.07527 -0.0061
C -0.19853 0.05471 -5.44795 -0.1685
O -0.10229 -0.77372 -4.30427 -0.0028
C -1.37261 -1.31922 -4.12743 -0.1962
C -1.80788 -2.09353 -3.08514 0.0592
H -4.97854 -2.49489 -4.17482 0.0986
H -4.11397 -1.07812 -6.09308 0.0978
H -0.12716 1.10585 -5.14359 0.1265
H 0.58946 -0.21689 -6.15509 0.1237
H -1.16261 -2.36229 -2.23200 0.0537
```

LUMO energy: 4.22 eV
Highest occupied orbital energy: 0.2 eV
Kohn-Sham gap: 4.0 eV
Total charge: -2


(2)
DFT (wB97M-V/def2-TZVPD) results for an isolated molecule of C6H15NO2 in a non-equilibrium geometry.

Geometry as XYZ:
```
24
Properties=species:S:1:pos:R:3:lowdin_charge:R:1
C -1.71519 -0.59423 -1.35587 -0.0924
C -0.99900 0.59860 -0.73955 -0.2869
C -0.81375 1.72157 -1.74955 -0.0978
C 0.61782 0.12258 -0.08616 -0.6234
O 1.31516 1.25365 0.30696 0.0352
O 1.27595 -0.38999 -1.19368 0.0446
N 0.28667 -0.74633 0.95365 -0.0937
C -0.21453 -0.09580 2.16551 -0.1036
C 1.67094 -1.62500 1.41260 0.0241
H -2.70496 -0.30719 -1.73558 0.0752
H -1.15433 -0.99631 -2.20681 0.0775
H -1.86360 -1.39854 -0.63108 0.0696
H -1.58997 0.99439 0.08936 0.1084
H -1.77376 2.00000 -2.20592 0.0791
H -0.14205 1.42408 -2.56078 0.0806
H -0.40993 2.61935 -1.27357 0.0712
H 1.55632 1.72475 -0.50364 0.1044
H 1.88927 -1.06732 -0.88502 0.0816
H -0.70550 0.87252 2.04237 0.0832
H 0.56644 0.12119 2.90112 0.0789
H -0.93771 -0.74978 2.66331 0.0850
H 1.33666 -2.32936 2.17660 0.0695
H 2.09442 -2.21765 0.60071 0.0564
H 2.41464 -0.93518 1.81503 0.0732
```

LUMO energy: 0.79 eV
Highest occupied orbital energy: -8.8 eV
Kohn-Sham gap: 9.6 eV


(3)
DFT (wB97M-V/def2-TZVPD) results for a cluster of 2 separate species, C4H13N4O in total in a non-equilibrium geometry.

Geometry as XYZ:
```
22
Properties=species:S:1:pos:R:3:lowdin_charge:R:1
C 1.56143 2.03935 -0.69041 -0.0962
C -0.70678 1.44249 -0.99807 -0.6085
N 0.33047 1.34664 -0.18784 -0.0474
N -0.89496 2.53960 -1.78443 0.0696
N -1.69155 0.46672 -1.10977 0.0891
H 0.57372 0.46240 0.24488 0.0423
H 1.79818 2.94106 -0.20730 0.0371
H 1.45519 2.10906 -1.86166 0.1157
H -0.47072 3.40900 -1.49290 0.0711
H -1.35635 2.47992 -2.70648 0.0990
H -1.54086 -0.47968 -1.00677 0.0215
H -2.65912 0.79841 -0.94392 0.0657
H 2.30796 1.28897 -0.36083 0.0740
C -0.28219 -3.17353 1.03038 -0.0173
C 0.39224 -1.91314 1.05179 -0.5908
O 0.65963 -1.27695 0.03625 0.0160
N 0.58006 -1.37329 2.29247 0.1446
H -0.65171 -3.57435 1.91133 0.0557
H 0.31266 -4.07599 0.87193 0.1055
H 1.12729 -0.47618 2.50201 0.1455
H 0.21697 -1.82401 3.13685 0.1049
H -1.06155 -3.15649 0.27250 0.1027
```

Multiplicity: 2
LUMO energy (alpha / beta): 0.71 / 0.60 eV
Highest occupied orbital energy (alpha / beta): -3.0 / -8.6 eV
Kohn-Sham gap (alpha / beta): 3.7 / 9.2 eV
Expectation value of S²: 0.7535


(4)
DFT (wB97M-V/def2-TZVPD) results for a cluster of 2 separate species, C3H10N2O2 in total in a non-equilibrium geometry.

Geometry as XYZ:
```
17
Properties=species:S:1:pos:R:3:lowdin_charge:R:1
C 1.41254 0.51659 1.15297 -0.2896
C 0.57437 0.21188 -0.00294 -0.0817
C 0.08525 1.49366 -0.64950 -0.4021
N -1.20195 1.88724 -0.65730 0.2576
O 0.85927 2.07767 -1.38531 0.3923
N 1.19704 -0.02475 2.49915 0.0330
H 1.26389 1.64367 1.35531 0.1504
H 2.39812 0.20777 0.85749 0.1285
H -0.25047 -0.44073 0.35894 0.1578
H 1.05505 -0.26086 -0.84766 0.1423
H -1.54389 2.24230 -1.55369 0.1580
H -1.75977 2.04546 0.22861 0.1936
H 1.59271 -0.92600 2.34788 0.0619
H 0.20185 -0.27049 2.69862 0.0985
H -2.50689 -3.84110 -2.55037 0.0330
H -1.55476 -3.35985 -1.47490 0.0189
O -1.82236 -3.20245 -2.37730 -0.0524
```

Multiplicity: 2
LUMO energy (alpha / beta): -4.92 / -9.37 eV
Highest occupied orbital energy (alpha / beta): -14.2 / -14.1 eV
Kohn-Sham gap (alpha / beta): 9.3 / 4.7 eV
Expectation value of S²: 0.7565
Total charge: +1


(5)
DFT (wB97M-V/def2-TZVPD) results for a structure of composition C8H22Cl3HfN3OP in a non-equilibrium geometry.

Geometry as XYZ:
```
39
Properties=species:S:1:pos:R:3:lowdin_charge:R:1
Hf 0.20811 4.26354 -1.68932 1.5946
Cl 2.20105 2.83443 -0.29457 -0.2153
O -0.77688 2.02835 -1.13297 -0.5532
P -0.99538 0.62876 -0.63260 0.6554
N 0.24623 -0.49794 -0.94597 -0.1118
C 0.32309 -1.84494 -0.19479 0.0013
C 1.18339 -0.39105 -2.06040 -0.0224
N -2.24763 -0.24709 -1.49734 -0.1043
C -2.76404 -1.67322 -1.21117 0.0328
C -2.65746 0.20068 -2.82442 -0.0435
N -1.28753 0.42730 0.99932 -0.3015
C -0.22918 0.68503 1.95715 -0.0614
C -2.61567 0.44864 1.53645 -0.0575
H 0.19080 -2.74739 -0.79161 0.1333
H -0.31774 -1.78425 0.68484 0.0897
H 1.29882 -1.96165 0.27684 0.0802
H 1.58582 0.62120 -2.09917 0.0616
H 0.65656 -0.54604 -3.00195 0.1230
H 1.97120 -1.14333 -2.02132 0.1265
H -3.20181 -2.32450 -1.96767 0.1277
H -1.98534 -2.15965 -0.62371 0.0708
H -3.68673 -1.54161 -0.64599 0.1155
H -2.30232 -0.46901 -3.60768 0.1224
H -3.73203 0.30041 -2.97761 0.1405
H -2.09742 1.04635 -3.22355 0.0878
H -0.52857 0.41205 2.96905 0.1239
H 0.65072 0.10421 1.68052 0.0526
H 0.04840 1.73607 2.03699 0.0967
H -3.34979 0.16083 0.78391 0.0756
H -2.71423 1.47605 1.88689 0.1157
H -2.86975 -0.24630 2.33683 0.1251
Cl 3.11242 -1.58433 2.54380 0.6611
C 3.64700 -0.27590 1.43330 -0.5740
C 3.76184 0.98132 2.37797 -0.6351
Cl 5.00759 0.83755 3.69282 0.6714
H 2.87696 -0.15713 0.67105 0.0139
H 4.52098 -0.66188 0.90863 0.0879
H 2.81198 1.20484 2.86366 0.0529
H 4.05642 1.85967 1.80366 0.0399
```

LUMO energy: -15.55 eV
Highest occupied orbital energy: -17.8 eV
Kohn-Sham gap: 2.2 eV
Total charge: +3


(6)
DFT (wB97M-V/def2-TZVPD) results for a cluster of 2 separate species, C2H5BO in total in a non-equilibrium geometry.

Geometry as XYZ:
```
9
Properties=species:S:1:pos:R:3:lowdin_charge:R:1
B -2.57796 -0.90008 0.10806 0.1990
C 1.20900 0.01692 0.95482 -0.2194
C 1.70152 0.75589 -0.24925 -0.0884
O 0.14546 -0.41099 1.17023 0.0384
H -2.54011 -1.99881 -0.20149 -0.1062
H -3.61438 -0.22377 -0.05916 -0.0648
H 1.56269 0.23146 -1.14282 0.0405
H 1.22246 1.74741 -0.35708 0.0884
H 2.89133 0.78197 -0.22333 0.1125
```

LUMO energy (alpha / beta): -0.10 / 0.28 eV
Highest occupied orbital energy (alpha / beta): -7.7 / -7.8 eV
Kohn-Sham gap (alpha / beta): 7.6 / 8.1 eV


(7)
DFT (wB97M-V/def2-TZVPD) results for the ion C5H8N with charge +1 in a non-equilibrium geometry.

Geometry as XYZ:
```
14
Properties=species:S:1:pos:R:3:lowdin_charge:R:1
C -3.51172 0.28261 0.11277 0.1307
C -2.35491 0.21312 -0.12849 0.0555
N -0.77994 -0.28964 -0.53740 0.0390
C 0.03380 -1.35314 0.20098 0.1013
C 0.25117 0.15706 0.37674 -0.2843
C 1.50612 0.81048 -0.05552 -0.0148
H -4.22893 0.84277 0.66191 0.0647
H -0.76278 -0.03135 -1.50071 0.1649
H 0.59682 -1.82064 -0.59606 0.1365
H -0.46160 -1.99455 0.90349 0.1322
H -0.34818 0.65221 1.12786 0.1521
H 2.05846 0.22627 -0.77821 0.0884
H 2.09124 0.86067 0.89339 0.1237
H 1.26227 1.76436 -0.56280 0.1102
```

LUMO energy: -4.40 eV
Highest occupied orbital energy: -15.9 eV
Kohn-Sham gap: 11.5 eV
Total charge: +1


(8)
DFT (wB97M-V/def2-TZVPD) results for an isolated molecule of C4H6S in a non-equilibrium geometry.

Geometry as XYZ:
```
11
Properties=species:S:1:pos:R:3:lowdin_charge:R:1
C -0.16410 -0.97126 -0.08077 0.0698
C 0.92030 -0.31618 -0.15130 -0.2143
C -1.71350 -1.00972 0.05612 -0.7462
C 1.17539 1.15442 0.04363 -0.1104
S -2.22312 0.65515 -0.10072 0.5708
H 1.87168 -0.80303 -0.17254 0.1088
H -1.94492 -1.69271 -0.70352 0.0397
H -1.87758 -1.55454 0.95373 0.0545
H 1.99612 1.26481 0.88557 0.1166
H 0.18712 1.61960 0.09672 0.0068
H 1.77261 1.65346 -0.82691 0.1039
```

LUMO energy: -1.61 eV
Highest occupied orbital energy: -8.3 eV
Kohn-Sham gap: 6.7 eV